# 1
This record from the OMol25 dataset describes C17H23CdN6SSbSe4 as an isolated structure at a distorted geometry. The level of theory is ωB97M-V with the def2-TZVPD basis set.

Positions of all 53 atoms, in Å:
Cd: 0.558 -7.341 16.709
C: 1.388 -10.283 12.928
C: 1.060 -9.085 13.796
N: 1.748 -8.593 14.825
N: 3.072 -8.822 14.945
C: 3.763 -8.173 15.880
N: 5.102 -8.467 15.866
S: 3.127 -7.013 16.963
C: -0.205 -8.395 13.627
C: -1.121 -8.574 12.545
C: -2.305 -7.833 12.537
C: -2.459 -6.689 13.338
C: -1.409 -6.509 14.219
N: -0.465 -7.374 14.488
H: 2.415 -10.705 13.012
H: 1.247 -10.002 11.909
H: 0.684 -11.072 13.211
H: 3.536 -9.531 14.325
H: 5.543 -8.476 14.967
H: 5.636 -7.952 16.562
H: -0.994 -9.380 11.852
H: -3.087 -8.089 11.835
H: -3.347 -6.118 13.443
H: -1.402 -5.604 14.846
Se: -1.499 -9.268 21.793
Sb: 0.243 -7.719 20.841
Se: -0.794 -6.531 18.852
Se: 2.236 -9.026 20.271
Se: 0.984 -6.023 22.528
C: -2.034 -11.703 19.034
C: -0.651 -11.980 18.390
C: -0.210 -10.747 17.638
N: -0.013 -9.754 17.069
H: -2.384 -12.603 19.589
H: -2.795 -11.507 18.270
H: -1.940 -10.840 19.736
H: -0.610 -12.781 17.625
H: 0.081 -12.270 19.130
C: 1.946 -5.173 13.922
C: 1.870 -4.504 15.286
C: 2.775 -3.519 15.718
C: 2.249 -2.979 16.869
C: 0.970 -3.610 17.074
C: -0.008 -3.199 18.119
N: 0.714 -4.554 16.083
H: 1.929 -6.294 14.034
H: 2.834 -4.784 13.432
H: 1.054 -4.829 13.366
H: 3.807 -3.334 15.314
H: 2.728 -2.226 17.524
H: 0.434 -2.308 18.583
H: -0.254 -4.004 18.850
H: -0.951 -2.940 17.623

Results
- max |F| (eV/A) = 3.665
- E_HOMO (eV) = -0.3
- charge = -2
- spin multiplicity = 1
- HOMO-LUMO gap (eV) = 2.98
- LUMO energy (eV) = 2.673

# 2
This record from the OMol25 dataset describes a 2-piece molecular cluster, C11H18 overall at a distorted geometry. The level of theory is ωB97M-V with the def2-TZVPD basis set.

Positions of all 29 atoms, in Å:
C: 1.897 -1.387 -2.494
C: 1.838 0.779 1.070
C: 2.323 1.414 -0.079
C: 1.571 -0.573 1.057
C: 2.339 0.587 -1.251
C: 1.790 -1.409 0.001
C: 2.026 -0.747 -1.163
H: 1.789 1.420 1.978
H: 2.505 2.497 -0.095
H: 1.571 -1.098 2.056
H: 2.696 1.056 -2.065
H: 1.435 -2.372 0.134
H: 1.036 -2.147 -2.619
H: 2.726 -2.259 -2.695
H: 1.779 -0.707 -3.353
C: -1.728 0.590 0.429
C: -1.366 0.133 1.901
C: -2.269 -0.646 -0.201
C: -2.827 1.584 0.431
H: -0.884 1.019 -0.150
H: -0.854 -0.763 1.672
H: -2.332 -0.133 2.466
H: -2.927 -1.231 0.381
H: -2.658 -0.722 -1.184
H: -1.439 -1.323 -0.238
H: -2.552 2.426 1.172
H: -3.055 2.219 -0.426
H: -3.756 1.031 0.785
H: -0.675 0.761 2.478

Results
- max |F| (eV/A) = 6.733
- E_HOMO (alpha / beta) (eV) = -13.7 / -13.7
- charge = +1
- spin multiplicity = 2
- HOMO-LUMO gap (alpha / beta) (eV) = 9.70 / 5.31
- LUMO energy (alpha / beta) (eV) = -4.031 / -8.424
- expectation value of S² = 0.768

# 3
This record from the OMol25 dataset describes a 2-piece molecular cluster, C3H3ClN2P overall at a distorted geometry. The level of theory is ωB97M-V with the def2-TZVPD basis set.

Positions of all 10 atoms, in Å:
C: -2.342 -1.014 -1.614
C: -2.126 -1.721 1.125
C: -0.073 0.177 0.086
N: -2.656 -1.463 -2.620
N: -2.472 -2.565 1.823
P: -1.697 -0.536 -0.059
Cl: -3.706 1.482 0.632
H: 0.808 -0.526 0.149
H: 0.232 1.041 0.721
H: 0.122 0.747 -0.785

Results
- max |F| (eV/A) = 2.966
- E_HOMO (alpha / beta) (eV) = -16.5 / -16.2
- charge = +1
- spin multiplicity = 1
- HOMO-LUMO gap (alpha / beta) (eV) = 7.35 / 7.46
- LUMO energy (alpha / beta) (eV) = -9.138 / -8.732

# 4
This record from the OMol25 dataset describes C33H31GeMoN7S as an isolated structure at a distorted geometry. The level of theory is ωB97M-V with the def2-TZVPD basis set.

Positions of all 74 atoms, in Å:
Mo: -0.104 -0.602 0.529
N: 2.843 -0.539 3.969
C: 2.182 -0.533 2.823
S: 0.415 -0.343 2.882
N: 2.798 -0.614 1.693
N: 2.079 -0.542 0.576
C: 2.734 -0.292 -0.535
C: 4.177 -0.041 -0.632
C: 4.595 1.211 -1.096
C: 5.938 1.506 -1.204
C: 6.888 0.548 -0.882
C: 6.481 -0.700 -0.434
C: 5.136 -0.993 -0.294
C: 1.884 -0.142 -1.690
C: 2.326 0.181 -2.978
C: 1.391 0.323 -3.983
C: 0.041 0.127 -3.691
C: -0.322 -0.211 -2.403
N: 0.577 -0.334 -1.425
H: 2.378 -0.372 4.846
H: 3.849 -0.624 3.957
H: 3.860 1.964 -1.341
H: 6.243 2.482 -1.549
H: 7.936 0.773 -0.992
H: 7.220 -1.451 -0.199
H: 4.826 -1.968 0.045
H: 3.381 0.322 -3.157
H: 1.700 0.578 -4.984
H: -0.712 0.234 -4.455
H: -1.364 -0.393 -2.136
N: -7.521 6.638 0.581
C: -6.691 5.852 0.550
C: -5.662 4.875 0.522
C: -4.891 4.652 1.663
C: -3.896 3.694 1.644
C: -3.674 2.931 0.499
C: -4.457 3.150 -0.634
C: -5.439 4.121 -0.629
C: -2.616 1.893 0.490
C: -3.004 0.555 0.634
C: -4.325 0.070 0.678
C: -4.246 -1.306 0.864
C: -2.900 -1.611 0.935
N: -2.114 -0.513 0.779
C: -1.290 2.302 0.364
C: -0.836 3.643 0.313
C: 0.539 3.593 0.214
C: 0.880 2.244 0.192
N: -0.199 1.443 0.276
H: -5.074 5.229 2.558
H: -3.296 3.523 2.527
H: -4.278 2.570 -1.528
H: -6.033 4.300 -1.512
H: -5.210 0.665 0.571
H: -5.063 -1.993 0.945
H: -2.463 -2.580 1.096
H: -1.463 4.510 0.359
H: 1.225 4.414 0.164
H: 1.883 1.856 0.151
C: 1.549 -4.842 1.317
Ge: 0.046 -4.451 0.065
C: -1.640 -5.055 0.933
C: 0.288 -5.107 -1.785
C: -0.076 -2.487 0.128
H: 1.631 -5.922 1.412
H: 1.351 -4.429 2.305
H: 2.500 -4.459 0.959
H: -1.560 -6.125 1.100
H: -2.510 -4.877 0.309
H: -1.787 -4.581 1.901
H: 0.293 -6.194 -1.789
H: 1.231 -4.763 -2.202
H: -0.524 -4.768 -2.422
H: -0.053 -2.210 1.238

Results
- max |F| (eV/A) = 2.884
- E_HOMO (eV) = -13.7
- charge = +2
- spin multiplicity = 1
- HOMO-LUMO gap (eV) = 5.79
- LUMO energy (eV) = -7.951

# 5
This record from the OMol25 dataset describes a 5-piece molecular cluster, C15H41IN3O9P overall at a distorted geometry. The level of theory is ωB97M-V with the def2-TZVPD basis set.

Positions of all 70 atoms, in Å:
C: -2.217 1.360 3.359
C: -2.649 2.307 2.248
C: -3.798 1.881 1.309
I: -4.749 0.011 1.758
C: -3.457 1.880 -0.178
O: -4.275 1.670 -1.028
O: -2.179 2.202 -0.481
C: -1.325 1.186 -1.020
C: -1.748 -0.213 -0.545
C: -0.794 -1.396 -0.753
N: 0.296 -1.374 0.209
N: -1.552 -2.661 -0.532
N: -0.242 -1.410 -2.094
P: 0.375 1.803 -0.667
O: 0.438 3.264 -0.814
O: 0.752 1.354 0.799
O: 1.305 1.081 -1.725
H: -1.474 1.874 3.970
H: -3.034 1.078 4.020
H: -1.735 0.458 2.980
H: -1.777 2.532 1.642
H: -2.959 3.239 2.723
H: -4.606 2.604 1.397
H: -1.367 1.236 -2.113
H: -2.672 -0.446 -1.084
H: -2.013 -0.193 0.513
H: 0.080 -1.917 1.033
H: 1.150 -1.738 -0.192
H: -2.402 -2.655 -1.087
H: -1.871 -2.708 0.432
H: -0.987 -1.261 -2.766
H: 0.092 -2.356 -2.257
H: 0.631 0.390 0.905
H: 1.079 0.147 -1.885
C: -6.965 1.579 -4.031
C: -5.572 1.275 -4.547
O: -5.567 0.192 -5.478
H: -7.393 0.696 -3.556
H: -6.944 2.391 -3.304
H: -7.627 1.868 -4.852
H: -4.923 0.975 -3.727
H: -5.136 2.164 -5.015
H: -6.127 0.439 -6.220
C: 1.150 6.600 -1.294
C: 2.578 6.931 -0.909
O: 2.974 6.238 0.273
H: 0.471 6.848 -0.478
H: 0.841 7.146 -2.188
H: 1.053 5.530 -1.484
H: 2.697 7.991 -0.690
H: 3.257 6.678 -1.731
H: 2.868 5.296 0.103
C: 3.460 -5.413 1.382
C: 2.466 -4.599 0.577
O: 2.568 -3.200 0.859
H: 3.317 -5.246 2.448
H: 3.350 -6.478 1.170
H: 4.484 -5.118 1.144
H: 1.443 -4.879 0.825
H: 2.613 -4.770 -0.495
H: 3.464 -2.922 0.647
C: 7.272 -5.366 3.543
C: 6.710 -3.965 3.389
O: 5.342 -3.888 3.783
H: 6.689 -6.076 2.955
H: 8.311 -5.411 3.214
H: 7.231 -5.686 4.586
H: 6.739 -3.654 2.346
H: 7.303 -3.252 3.970
H: 5.287 -4.142 4.708

Results
- max |F| (eV/A) = 1.530
- E_HOMO (eV) = -9.4
- SMILES string = CC[C@H](I)C(=O)O[C@H](CC(N)(N)N)P(=O)(O)O.CCO.CCO.CCO.CCO
- spin multiplicity = 1
- HOMO-LUMO gap (eV) = 9.35
- LUMO energy (eV) = -0.098

# 6
This record from the OMol25 dataset describes C23H51N3O3P4Pt as an isolated structure at a distorted geometry. The level of theory is ωB97M-V with the def2-TZVPD basis set.

Positions of all 85 atoms, in Å:
P: -0.822 0.458 -2.956
C: -1.773 1.937 -2.516
H: -2.390 2.215 -3.378
H: -1.088 2.756 -2.271
H: -2.409 1.730 -1.650
C: 0.528 1.087 -4.001
H: 1.075 0.274 -4.490
H: 1.231 1.675 -3.397
H: 0.088 1.739 -4.772
C: -1.884 -0.447 -4.101
H: -2.066 0.187 -4.975
H: -2.828 -0.681 -3.598
H: -1.383 -1.371 -4.402
P: -0.854 -3.875 0.152
C: -2.174 -3.217 1.223
H: -2.647 -4.041 1.782
H: -2.916 -2.709 0.592
H: -1.733 -2.487 1.915
C: -1.672 -4.992 -1.036
H: -0.943 -5.479 -1.690
H: -2.359 -4.401 -1.655
H: -2.246 -5.760 -0.496
C: 0.156 -4.987 1.187
H: -0.421 -5.895 1.425
H: 0.415 -4.460 2.116
H: 1.080 -5.265 0.665
P: 2.692 -0.321 1.166
C: 2.501 0.838 2.523
H: 3.509 1.142 2.836
H: 1.988 0.379 3.379
H: 1.945 1.737 2.214
C: 3.967 -1.519 1.548
H: 4.794 -0.989 2.046
H: 4.342 -1.992 0.634
H: 3.574 -2.290 2.226
C: 3.115 0.666 -0.271
H: 4.138 1.055 -0.146
H: 2.413 1.507 -0.354
H: 3.071 0.061 -1.185
Pt: 0.608 -2.229 -0.956
C: -0.911 -0.984 -1.296
O: -2.048 -0.867 -0.908
C: 1.078 -1.259 0.836
O: 0.285 -1.252 1.783
C: 2.512 -3.396 -1.210
C: 3.048 -2.266 -1.886
C: 2.415 -1.774 -3.021
C: 1.224 -2.334 -3.481
C: 0.711 -3.494 -2.853
C: 1.490 -4.150 -1.857
H: 2.976 -3.790 -0.303
H: 3.978 -1.836 -1.514
H: 2.880 -0.969 -3.603
H: 0.705 -1.945 -4.359
H: -0.189 -3.973 -3.239
H: 1.224 -5.137 -1.498
C: -2.174 0.545 2.810
N: -1.282 1.707 2.795
C: -0.557 1.930 4.036
P: -0.912 2.456 1.355
O: -0.453 1.537 0.275
N: -2.263 3.383 0.971
C: -2.144 4.481 0.013
C: -3.624 2.932 1.238
N: 0.304 3.551 1.723
C: 1.297 3.881 0.685
C: -0.003 4.682 2.601
H: -1.720 -0.245 3.423
H: -2.336 0.148 1.800
H: -3.146 0.814 3.260
H: -0.456 0.971 4.559
H: 0.447 2.323 3.848
H: -1.098 2.625 4.694
H: -1.235 4.388 -0.599
H: -3.016 4.470 -0.653
H: -2.114 5.451 0.533
H: -3.831 1.941 0.799
H: -3.825 2.894 2.321
H: -4.310 3.661 0.783
H: 1.099 4.880 0.262
H: 2.298 3.878 1.142
H: 1.260 3.130 -0.115
H: -0.048 5.622 2.033
H: -0.952 4.563 3.138
H: 0.795 4.790 3.347

Results
- max |F| (eV/A) = 5.234
- E_HOMO (alpha / beta) (eV) = -17.6 / -19.7
- charge = +4
- spin multiplicity = 5
- HOMO-LUMO gap (alpha / beta) (eV) = 6.45 / 4.62
- LUMO energy (alpha / beta) (eV) = -11.111 / -15.050
- expectation value of S² = 6.034

# 7
This record from the OMol25 dataset describes an isolated molecule of C5H7NO. The level of theory is ωB97M-V with the def2-TZVPD basis set.

Positions of all 14 atoms, in Å:
C: -1.908 0.040 0.045
C: -0.434 -0.193 0.042
N: 0.199 -1.120 0.990
C: 0.707 0.223 0.927
C: 1.634 0.457 -0.275
C: 0.464 -0.024 -1.159
O: 0.292 -0.198 -2.335
H: -2.139 1.046 -0.324
H: -2.312 -0.082 1.052
H: -2.384 -0.686 -0.623
H: 0.840 -1.786 0.566
H: 0.650 0.864 1.801
H: 2.583 -0.075 -0.406
H: 1.809 1.534 -0.302

Results
- max |F| (eV/A) = 0.670
- E_HOMO (eV) = -9.4
- SMILES string = C[C@]12N[C@H]1CC2=O
- spin multiplicity = 1
- HOMO-LUMO gap (eV) = 10.41
- LUMO energy (eV) = 0.958

# 8
This record from the OMol25 dataset describes C23H28BN2OSr as an isolated structure at a distorted geometry. The level of theory is ωB97M-V with the def2-TZVPD basis set.

Positions of all 56 atoms, in Å:
C: -3.065 1.329 0.936
C: -1.847 2.021 1.061
C: -1.263 2.094 -0.228
H: -1.430 2.419 2.007
C: -2.107 1.370 -1.176
C: -3.239 0.924 -0.471
H: -1.829 1.065 -2.202
C: -1.727 -1.704 2.435
C: -1.164 -0.465 2.878
C: 0.185 -0.446 2.498
H: -1.725 0.351 3.381
C: 0.455 -1.669 1.752
C: -0.751 -2.421 1.680
H: -0.274 2.524 -0.465
H: -3.954 0.118 -0.812
H: -3.723 1.105 1.818
H: -0.940 -3.341 1.070
H: 0.894 0.398 2.618
H: -2.754 -2.086 2.550
Sr: -1.098 -0.416 0.208
C: 1.758 -2.082 1.106
C: 2.112 -3.421 1.726
C: 2.852 -1.052 1.379
H: 2.001 -3.370 2.819
H: 3.152 -3.674 1.494
H: 1.465 -4.227 1.351
H: 3.120 -1.072 2.444
H: 2.545 -0.029 1.108
H: 3.745 -1.317 0.794
C: 1.592 -2.278 -0.434
C: 1.442 -1.027 -1.222
H: 0.725 -2.947 -0.645
H: 2.494 -2.806 -0.809
O: 0.685 -0.069 -0.901
N: 2.119 -0.779 -2.317
C: 1.724 0.228 -3.335
H: 3.059 -1.090 -2.277
C: 1.877 1.657 -2.924
C: 0.960 2.639 -3.339
H: 0.098 2.366 -3.962
C: 1.134 3.969 -2.961
H: 0.416 4.722 -3.293
C: 2.232 4.342 -2.172
H: 2.370 5.384 -1.881
C: 3.147 3.371 -1.768
H: 4.010 3.642 -1.156
C: 2.974 2.035 -2.151
H: 3.695 1.279 -1.837
H: 0.701 0.018 -3.673
H: 2.398 -0.002 -4.172
B: -5.617 -1.327 2.102
C: -4.368 -1.075 1.553
N: -3.325 -0.927 1.100
H: -6.004 -0.419 2.793
H: -5.563 -2.347 2.756
H: -6.366 -1.486 1.165

Results
- max |F| (eV/A) = 5.740
- E_HOMO (eV) = -3.3
- charge = -1
- spin multiplicity = 1
- HOMO-LUMO gap (eV) = 5.31
- LUMO energy (eV) = 2.005